(1)
Formula: C27H27AsNO6S2SeV
Source: OMol25
Level of theory: ωB97M-V/def2-TZVPD

Each line ends with the Löwdin spin population.
Positions of all 66 atoms, in Å:
V 0.527 -0.076 -0.268  1.8897
O -1.859 0.009 0.407  0.0029
As -0.996 -0.100 1.978  0.0092
O -1.833 0.652 3.150  0.0047
O 0.499 0.582 1.544  0.0391
C -1.112 -2.032 2.149  0.0003
C -1.856 -2.420 3.252  0.0002
C -2.238 -3.750 3.406  -0.0001
C -1.888 -4.692 2.459  0.0000
C -1.134 -4.323 1.351  -0.0002
C -0.759 -3.000 1.186  0.0006
S 0.402 -2.671 -0.120  0.0059
O 0.694 -3.895 -0.787  0.0015
O 1.517 -1.986 0.561  0.0076
O -0.205 -1.633 -1.048  0.0198
H -2.435 0.789 0.459  0.0003
H -2.141 -1.663 3.971  0.0000
H -2.829 -4.037 4.267  0.0000
H -2.193 -5.724 2.582  0.0000
H -0.828 -5.046 0.608  0.0000
C -4.847 5.438 -1.449  -0.0004
C -3.741 4.414 -1.451  -0.0021
C -3.529 3.586 -2.543  0.0009
C -2.455 2.699 -2.600  -0.0012
C -2.285 1.832 -3.821  -0.0003
C -1.562 2.664 -1.524  0.0093
Se 0.084 1.716 -1.719  -0.0133
C -1.783 3.442 -0.384  -0.0010
C -0.842 3.424 0.793  -0.0006
C -2.878 4.301 -0.368  0.0009
H -5.517 5.296 -2.298  0.0000
H -4.433 6.446 -1.515  -0.0001
H -5.436 5.387 -0.532  -0.0001
H -4.207 3.637 -3.390  0.0002
H -3.229 1.739 -4.358  0.0000
H -1.929 0.839 -3.548  -0.0001
H -1.539 2.257 -4.498  -0.0002
H -0.574 2.413 1.100  -0.0001
H -1.282 3.935 1.648  0.0000
H 0.098 3.919 0.532  0.0000
H -3.041 4.916 0.512  0.0001
N 2.401 0.338 -0.544  0.0143
S 3.005 0.616 -2.008  0.0059
C 4.276 1.834 -1.766  -0.0005
C 3.931 3.143 -2.077  -0.0001
C 4.858 4.151 -1.852  0.0000
C 6.101 3.842 -1.316  -0.0001
C 6.425 2.529 -0.993  0.0001
C 5.511 1.512 -1.217  -0.0001
C 4.000 -0.789 -2.476  0.0018
C 4.048 -1.918 -1.680  0.0004
C 4.743 -3.031 -2.143  0.0000
C 5.345 -3.011 -3.390  -0.0001
C 5.278 -1.869 -4.185  0.0001
C 4.602 -0.751 -3.731  0.0004
H 3.084 0.022 0.139  0.0042
H 2.947 3.357 -2.478  -0.0002
H 4.610 5.175 -2.100  0.0000
H 6.824 4.630 -1.145  0.0000
H 7.394 2.294 -0.572  0.0000
H 5.758 0.484 -0.980  0.0001
H 3.530 -1.953 -0.731  0.0002
H 4.789 -3.921 -1.529  0.0000
H 5.863 -3.889 -3.753  0.0000
H 5.735 -1.862 -5.166  0.0000
H 4.534 0.143 -4.341  0.0000

## Properties
Expectation value of S² ... 2.01
Lowest unoccupied orbital energy (alpha / beta) ... 0.088 / 0.101 eV
Charge ... 0
HOMO (alpha / beta) ... -7.48 / -7.68 eV
Spin multiplicity ... 3
Frontier orbital gap (alpha / beta) ... 7.6 / 7.8 eV

---

(2)
Formula: C27H27BaCl5F6N5O3P2S8
Source: OMol25
Level of theory: ωB97M-V/def2-TZVPD

Each line ends with the Löwdin spin population.
Positions of all 84 atoms, in Å:
Ba -0.048 0.695 0.820  0.0059
N -1.510 4.311 1.357  0.0000
C -2.144 3.400 2.156  -0.0001
N -1.917 2.125 2.102  0.0002
C -2.757 1.409 2.943  0.0035
C -3.611 2.181 3.656  0.0004
S -3.390 3.846 3.262  0.0002
C -2.659 -0.083 3.024  0.0078
C -3.383 -0.850 3.869  0.0041
S -2.952 -2.508 3.692  0.0034
C -1.812 -2.065 2.460  0.0015
N -1.768 -0.785 2.216  0.0053
N -1.121 -2.999 1.791  0.0034
H -0.662 3.960 0.926  0.0000
H -1.337 5.207 1.787  0.0000
H -4.340 1.869 4.383  0.0000
H -4.106 -0.528 4.597  0.0000
H -0.965 -3.895 2.216  0.0002
H -0.469 -2.746 1.053  0.0042
O 2.708 -2.752 7.559  0.0338
C 2.352 -2.171 6.563  0.0132
S 1.321 -0.741 6.569  0.0073
C 1.219 -0.465 4.837  0.1491
C 1.941 -1.391 4.032  0.1521
S 2.078 -1.421 2.369  0.2885
S 2.793 -2.644 4.925  0.0088
S 0.301 0.830 4.327  0.2890
Cl 1.588 4.306 2.918  0.0044
C 2.754 3.383 1.889  0.0014
C 2.255 2.402 1.078  0.0037
C 3.216 1.754 0.340  0.0033
Cl 2.719 0.446 -0.836  0.0017
C 4.577 2.034 0.367  0.0003
Cl 5.722 1.201 -0.627  0.0002
C 5.011 3.064 1.200  0.0004
Cl 6.685 3.509 1.236  0.0001
C 4.086 3.758 1.977  0.0000
Cl 4.626 5.064 2.985  0.0000
N 0.239 3.157 -2.006  0.0001
C 1.298 4.005 -1.789  0.0000
C 2.599 3.671 -2.175  0.0000
C 3.660 4.484 -1.817  0.0000
C 3.465 5.653 -1.094  0.0000
C 2.167 6.010 -0.752  0.0000
C 1.096 5.208 -1.102  0.0000
H -0.700 3.501 -1.892  0.0000
H 0.332 2.359 -2.611  0.0000
H 2.779 2.742 -2.701  0.0000
H 4.663 4.176 -2.091  0.0000
H 4.306 6.262 -0.792  0.0000
H 1.983 6.917 -0.188  0.0000
H 0.087 5.500 -0.829  0.0000
F -1.573 1.290 -0.886  0.0000
P -3.096 1.186 -1.715  0.0000
F -3.122 -0.363 -1.320  0.0000
F -4.493 1.109 -2.472  0.0000
F -3.797 1.558 -0.312  0.0000
F -2.934 2.768 -2.025  0.0000
F -2.266 0.861 -3.045  0.0000
C -2.104 -4.912 -0.889  0.0000
C -0.864 -5.572 -1.462  0.0000
C 0.242 -5.797 -0.446  0.0000
O -0.435 -4.856 -2.624  0.0000
P 0.671 -3.668 -2.744  0.0003
S 2.465 -4.409 -2.846  0.0000
S 0.347 -2.213 -1.413  0.0020
O 0.268 -3.138 -4.212  0.0002
C -1.041 -2.941 -4.773  0.0000
C -1.544 -4.240 -5.386  0.0000
C -2.049 -2.302 -3.846  0.0000
H -2.473 -5.472 -0.025  0.0000
H -2.898 -4.879 -1.636  0.0000
H -1.886 -3.892 -0.577  0.0000
H -1.144 -6.557 -1.858  0.0000
H 0.602 -4.859 -0.025  0.0000
H 1.101 -6.282 -0.908  0.0000
H -0.141 -6.437 0.354  0.0000
H -0.840 -2.242 -5.592  0.0000
H -1.864 -4.944 -4.620  0.0000
H -0.756 -4.711 -5.975  0.0000
H -2.392 -4.025 -6.042  0.0000
H -2.318 -2.954 -3.017  0.0000
H -2.955 -2.089 -4.421  0.0000
H -1.685 -1.374 -3.419  0.0000

## Properties
Expectation value of S² ... 0.77
Lowest unoccupied orbital energy (alpha / beta) ... 3.344 / 2.952 eV
Charge ... -2
HOMO (alpha / beta) ... -2.74 / -2.82 eV
Spin multiplicity ... 2
Frontier orbital gap (alpha / beta) ... 6.1 / 5.8 eV

---

Energy above the lowest of the compared OMol25 structures with the same formula, charge and spin (kJ/mol)
73.6; 133.1